1.
DFT (ωB97M-V/def2-TZVPD) results for 7 unconnected molecules or ions with the total composition C53H104N7O7.

The geometry in XYZ format:
```
171
Properties=species:S:1:pos:R:3
O -6.53 -1.21 -3.01
O 1.04 3.81 3.56
O -0.49 0.16 -0.16
O -2.84 -2.27 4.51
O 0.65 0.08 3.15
O 0.33 -0.81 -2.05
O 5.32 -2.28 -2.93
N -5.57 -1.43 -4.02
N 2.30 3.17 -4.62
N 0.31 2.20 -4.02
N 5.84 -1.35 -1.91
N -4.24 -2.15 4.08
N 1.20 4.38 2.26
N 1.52 -0.75 3.90
C -5.30 -2.64 4.93
C 1.56 2.68 -3.54
C 0.55 3.59 1.11
C 5.15 0.07 -1.94
C 5.71 0.85 -0.84
C -3.55 -1.91 -6.16
C -4.00 -1.57 -3.68
C -6.11 -1.64 -5.52
C 7.25 0.73 -0.77
C 7.39 -3.21 -1.07
C -5.78 -1.59 2.12
C 1.13 -2.94 2.93
C -7.23 -0.64 -5.86
C -4.94 -1.46 -6.57
C 7.32 -1.74 -1.54
C 1.73 6.53 3.23
C 3.58 5.15 2.00
C -3.42 -0.83 2.10
C 1.60 0.86 5.76
C -3.93 -3.37 1.87
C -3.73 -0.51 -2.62
C -0.86 -2.19 -0.46
C 2.91 -2.77 5.47
C 0.33 4.55 -0.05
C 0.00 -1.15 5.98
C 3.39 -2.57 4.03
C -4.38 -1.99 2.55
C 8.22 -1.33 -2.77
C 1.63 2.58 0.65
C -6.76 -2.41 4.36
C 1.42 5.52 -0.48
C 7.65 -0.74 -0.42
C 2.58 -1.44 6.19
C -0.79 2.89 1.53
C 2.05 5.65 2.06
C 1.62 2.84 -5.80
C 5.41 0.78 -3.26
C 2.23 -1.87 3.12
C -3.11 -1.14 -4.93
C 3.61 -0.15 -1.74
C 1.42 -0.65 5.44
C -6.79 -2.48 2.81
C -5.10 -4.16 5.06
C -2.13 2.73 -3.18
C -6.60 -3.03 -5.57
C 1.75 6.38 0.75
C -0.82 1.81 -3.16
C 0.36 2.39 -5.42
C -3.78 -3.06 -3.18
C -5.28 -1.90 6.27
C 3.57 3.83 -4.50
C -0.35 -0.84 -0.96
C 2.79 -1.36 1.76
H 7.30 -1.01 0.58
H -2.57 2.89 -4.16
H 7.94 -1.87 -3.67
H 2.19 6.28 4.19
H -0.68 1.95 2.08
H 8.38 -3.66 -0.95
H 6.89 -4.00 -1.63
H -0.53 5.21 0.10
H -1.18 2.60 0.56
H -4.13 -4.39 5.49
H -4.07 0.48 -2.95
H 6.93 -3.29 -0.08
H -7.54 -3.03 4.82
H -3.52 -2.97 -5.91
H 2.30 4.92 -0.70
H 3.61 4.73 -5.11
H -5.74 -3.71 -5.55
H 4.94 1.76 -3.28
H -5.28 -4.61 4.08
H -5.94 -1.50 1.05
H -7.73 -0.90 -6.79
H -0.93 -2.94 -1.25
H 0.32 -2.63 2.28
H -2.94 -3.74 2.14
H -0.73 -0.78 5.26
H 0.69 -3.34 3.85
H -0.09 -2.56 0.22
H 1.64 1.83 1.44
H 2.43 7.16 0.39
H -5.31 -1.69 -7.57
H -4.32 -0.77 -1.74
H 1.55 -3.83 2.45
H -2.72 -3.20 -3.41
H 4.37 3.27 -4.99
H 1.61 1.20 6.79
H 1.60 2.98 -2.51
H 2.63 2.97 0.46
H -5.92 -0.54 2.36
H -6.94 0.36 -6.17
H -0.05 -2.23 5.93
H 3.68 -3.25 6.07
H -3.99 -3.19 0.79
H -1.72 3.70 -2.89
H 0.14 4.11 -1.02
H -4.27 -3.77 -3.84
H -3.52 0.01 2.78
H -7.09 -1.42 4.67
H 0.79 6.89 0.83
H -7.00 -3.23 -6.56
H -2.36 -0.96 2.31
H 8.00 -0.29 -3.00
H 4.34 -2.04 3.98
H 1.20 6.01 -1.42
H 3.54 -0.92 6.21
H 3.08 0.61 -1.17
H 3.90 4.67 2.93
H 3.42 -2.05 1.20
H -2.07 -1.44 -4.83
H -4.58 -4.22 2.05
H 9.30 -1.48 -2.67
H 3.15 -0.37 -2.70
H 6.48 0.94 -3.43
H -5.30 -0.81 6.23
H -5.79 -4.63 5.76
H -1.16 0.83 -3.49
H -5.01 -0.39 -6.75
H -1.45 3.48 2.17
H 4.28 5.97 1.90
H -7.44 -3.26 -4.91
H -2.67 -0.35 -2.40
H 3.32 -1.05 -1.19
H -3.02 -0.05 -4.91
H 7.63 1.25 -1.65
H 5.33 1.86 -0.95
H -7.98 -0.60 -5.06
H -1.83 -2.18 0.02
H 8.70 -0.87 -0.16
H -7.81 -2.23 2.52
H -2.90 2.41 -2.48
H 7.55 1.39 0.05
H 1.39 2.07 -0.29
H -4.34 -2.10 6.78
H 2.02 -0.94 1.11
H -3.49 -0.35 1.12
H -3.87 -3.28 -2.12
H 3.69 -3.56 3.67
H -5.97 -2.39 6.96
H -0.34 -0.76 6.94
H 3.83 4.48 1.18
H 0.94 1.51 5.19
H 2.55 1.21 5.36
H 5.33 0.50 0.12
H 2.05 -3.41 5.64
H 0.66 6.66 3.38
H 4.99 0.20 -4.07
H 2.06 3.07 -6.76
H 3.50 -0.54 1.88
H -2.94 -1.76 -7.05
H 2.43 -1.55 7.26
H -0.42 1.57 -2.17
H 2.00 7.56 3.01
H 3.69 3.95 -3.43
H -6.60 -3.47 2.40
H -0.50 2.19 -6.04
```

Results
Spin multiplicity: 2
HOMO energy (spin up / spin down) (eV): -14.70 / -15.34
Charge: +4
⟨S²⟩: 0.76
HOMO-LUMO gap (spin up / spin down) (eV): 2.5509 / 3.1941

2.
DFT (ωB97M-V/def2-TZVPD) results for 7 unconnected molecules or ions with the total composition C53H105N7O5.

The geometry in XYZ format:
```
170
Properties=species:S:1:pos:R:3
O 2.72 -6.01 2.01
O -2.09 4.39 -0.59
O -0.33 -2.45 -5.51
O 4.23 1.82 -0.06
O -3.81 -0.87 0.63
N -1.49 -2.04 -4.61
N 4.78 3.06 0.48
N -3.48 4.14 -0.51
N -0.55 2.17 0.05
N 3.68 -4.99 2.55
N -3.57 -1.76 1.78
N 3.91 -3.31 -3.04
C -4.06 -1.24 -3.84
C -0.01 1.76 -1.14
C 3.75 -1.23 -2.30
C -2.37 -0.48 -6.44
C -5.54 3.73 -1.64
C -2.99 -0.24 -3.98
C 5.79 5.18 0.14
C -0.08 1.39 1.04
C -2.54 -2.76 1.48
C -2.56 0.04 3.29
C 4.77 4.72 2.27
C 0.87 0.70 -0.88
C 2.73 -1.45 -3.26
C -5.00 -0.36 3.30
C 2.85 -3.25 0.99
C -3.35 4.29 1.89
C -2.58 -3.74 2.62
C -5.50 4.24 0.70
C 5.30 -4.46 4.33
C -4.09 4.28 -1.84
C 2.58 3.72 1.42
C 5.01 5.77 1.26
C -3.86 5.64 -2.48
C -3.49 3.19 -2.74
C 3.75 4.50 -1.30
C -2.44 -3.09 3.96
C 5.05 -6.75 3.44
C -1.61 -4.26 -3.44
C 3.09 -3.58 2.49
C 0.82 0.47 0.57
C -6.22 4.49 -0.58
C -0.72 0.28 -4.71
C 5.03 4.05 -0.59
C -2.80 -3.82 -5.74
C -3.05 -3.66 0.26
C -2.38 -3.21 -4.37
C 4.80 -3.03 4.33
C -1.18 -2.14 1.15
C 5.94 3.46 -1.71
C 4.36 2.29 2.70
C 4.25 -5.50 3.83
C 3.18 -5.78 4.91
C 4.26 -2.75 2.98
C 4.46 -2.40 -2.14
C 4.08 3.47 1.71
C 1.78 -3.47 3.28
C -3.57 -2.22 4.14
C -3.62 -1.06 3.08
C -1.90 -0.65 -4.99
C -4.02 6.39 0.66
C 2.85 -2.76 -3.71
C -4.10 4.84 0.66
C -3.49 -2.61 -3.49
H -3.03 -2.39 -2.53
H 0.07 0.20 -5.47
H -1.63 -0.92 -7.12
H 3.84 2.47 3.64
H -5.08 -0.14 4.35
H 3.32 3.60 -1.73
H 5.75 4.48 2.75
H 1.92 -3.51 4.36
H 2.03 3.50 2.31
H 3.37 -6.62 5.60
H 4.05 -2.87 5.10
H 2.01 -0.75 -3.68
H 5.45 2.64 -2.22
H -1.19 2.95 0.15
H -3.35 0.72 -4.32
H -2.41 -3.83 4.73
H 3.25 1.84 -0.15
H -3.28 -1.00 -6.70
H 2.48 -2.22 0.96
H 3.73 -3.33 0.36
H 2.31 -6.10 4.36
H 5.61 -2.34 4.52
H 3.91 5.25 -2.07
H -5.85 -1.00 3.06
H -1.57 -0.40 3.51
H 0.34 -2.60 -4.82
H -3.59 -3.12 -6.10
H 5.64 -4.78 5.32
H 2.34 4.75 1.24
H 3.10 4.83 -0.49
H 6.71 4.69 0.49
H -0.80 -4.82 -3.95
H -2.64 -3.32 -0.70
H 1.49 0.19 -1.60
H 4.21 5.10 3.12
H -2.87 6.01 -2.21
H -0.49 -2.83 0.68
H -1.53 -2.49 3.95
H -3.87 5.58 -3.57
H -0.48 1.58 2.02
H -1.83 -4.47 2.34
H -4.13 3.14 -3.61
H 3.99 1.34 2.32
H 2.05 -3.78 0.46
H -6.03 4.57 1.60
H 4.44 -7.56 3.03
H -2.66 -4.64 0.48
H -2.37 4.76 1.90
H 5.55 6.54 1.80
H 3.07 -4.87 5.51
H -5.38 3.18 0.89
H 5.54 -7.13 4.34
H -3.43 2.16 -2.35
H 5.40 2.10 2.91
H -7.28 4.18 -0.48
H -0.20 2.21 -2.09
H 5.32 -2.57 -1.53
H -3.64 -1.77 5.11
H -0.71 -1.61 1.99
H 4.10 6.26 0.89
H -3.86 4.58 2.82
H -4.51 -2.78 4.06
H 6.89 3.03 -1.38
H -4.62 6.39 -2.23
H 4.15 -4.27 -3.15
H 3.13 -6.21 1.17
H -4.12 -3.55 0.16
H -1.33 -1.33 0.43
H -1.20 -3.70 -2.61
H 5.89 -6.61 2.72
H -3.55 -4.26 2.64
H 6.09 5.89 -0.61
H -3.17 -4.85 -5.81
H -2.33 -5.03 -3.17
H -1.77 5.29 -0.58
H 1.27 -2.61 2.88
H -4.75 -0.93 -3.06
H 1.37 -0.15 1.27
H -2.99 6.72 0.81
H 6.26 4.26 -2.38
H -5.43 2.66 -1.43
H 3.93 -0.30 -1.80
H -2.58 0.75 2.43
H -4.36 6.85 -0.24
H -0.40 0.11 -3.68
H 3.94 -1.70 2.92
H 5.06 -2.74 2.24
H 2.42 -3.27 -4.57
H -2.51 0.56 -6.63
H -4.29 -3.35 -3.31
H 6.14 -4.52 3.63
H -3.00 -0.33 0.49
H -5.94 3.76 -2.65
H -1.89 -3.73 -6.33
H -2.54 -0.02 -3.02
H -2.75 0.62 4.19
H -1.03 1.33 -4.76
H 1.19 -4.37 3.09
H -4.74 -1.19 -4.67
H 2.30 3.15 0.56
H -3.27 3.20 1.85
H -5.07 0.52 2.66
H -2.49 3.51 -3.03
H -6.27 5.58 -0.80
H -4.52 6.82 1.52
```

Results
HOMO energy (eV): -8.12
Energy above the lowest of the compared OMol25 structures with the same formula, charge and spin (eV): 0.000
HOMO-LUMO gap (eV): 8.4011
SMILES: CC1(C)CCCC(C)(C)N1O.CC1(C)CCCC(C)(C)N1O.CC1(C)CCCC(C)(C)N1O.CC1(C)CCCC(C)(C)N1O.CC1(C)CCCC(C)(C)N1O.c1cc[nH]c1.c1cc[nH]c1